Computed, not measured: the molecule CH4N2O2 at a distorted geometry, with the ωB97M-V functional and the def2-TZVPD basis.

The geometry in XYZ format:
```
9
Properties=species:S:1:pos:R:3:forces:R:3
C 0.8309 -0.4447 -0.2662 0.3 -4.3 0.8
N -1.9158 1.1106 0.3715 3.1 -3.2 0.1
N 0.6933 1.8250 -0.8170 -5.7 0.3 1.9
O -0.5597 1.7914 -0.3219 3.7 1.3 -1.7
O 1.3507 0.7221 -0.9003 -0.3 -0.7 0.5
H 1.5663 -0.7617 0.5847 -1.2 0.8 -1.6
H 0.8169 -1.3582 -1.0257 0.3 2.2 1.3
H -0.2063 -0.4357 0.1545 0.9 0.9 -0.5
H -2.4771 1.8834 0.2023 -1.0 2.6 -0.7
```
Forces are in eV/Å.

Values from the calculation:
HOMO level (spin up / spin down) = -8.67 / -8.66 eV
HOMO-LUMO gap (spin up / spin down) = 7.732 / 7.715 eV



Computed, not measured: a cluster of 11 separate species, C47H102BrF2N2O17P2 in total at a distorted geometry, with the ωB97M-V functional and the def2-TZVPD basis.

The geometry in XYZ format:
```
173
Properties=species:S:1:pos:R:3:forces:R:3
C 3.7500 1.3552 5.1743 -0.6 0.0 0.1
C 3.4171 1.4289 4.0253 0.4 0.0 -0.2
C 2.9882 1.5131 2.6242 -0.1 0.1 0.6
C 2.4917 0.1479 2.1040 -0.5 0.0 0.0
C 1.0672 0.2084 1.5314 -0.4 -0.1 -0.1
Br 0.9944 1.7434 0.2470 0.0 0.0 0.1
C 0.1453 0.5289 2.7460 0.0 0.4 0.0
C -0.8859 1.6038 2.5095 -0.3 0.3 0.3
N -0.7950 2.6755 3.1805 0.0 -0.2 -0.1
C 0.6458 -1.0533 0.7148 0.4 -0.1 -0.6
C -0.8599 -1.3363 0.7209 -0.6 0.6 -0.2
C -1.6576 -0.4686 -0.2883 -0.1 -0.9 -0.2
C -2.5235 -1.3571 -1.1945 -0.2 0.8 0.1
C -3.3389 -0.4959 -2.1745 0.1 -0.5 -0.6
C -2.6409 -0.3420 -3.5503 0.0 0.3 0.5
C -2.0930 1.0764 -3.6851 0.0 -0.9 0.0
O -1.0558 1.1813 -4.6964 0.0 0.4 0.2
C 0.1784 1.3484 -4.1505 0.0 0.1 -0.2
C 0.7290 2.7421 -4.3140 0.4 -0.2 0.2
O 0.7702 0.4679 -3.5847 -0.1 -0.1 0.1
C 1.5120 -2.3392 0.9891 -0.6 0.4 0.2
C 1.0355 -2.9552 2.3533 -0.2 -0.3 0.1
C -0.0231 -3.9697 2.2603 0.1 0.1 -0.3
C -0.8514 -4.8177 2.0903 0.0 0.0 0.1
C 1.2558 -3.3323 -0.1728 0.1 -0.5 0.2
F 1.6113 -2.7502 -1.3762 0.0 0.0 0.0
C 1.9099 -4.7067 -0.0631 0.0 -0.3 -0.7
C 1.1849 -5.7168 -0.9883 0.5 -0.1 0.1
C 3.0278 -2.0491 1.1161 0.1 -0.3 0.3
F 3.8185 -2.6036 0.1715 -0.1 0.1 -0.1
N 3.4661 -0.5816 1.2000 0.4 0.5 0.7
C 3.7795 0.0684 -0.1235 0.0 0.1 -1.0
O 2.9314 -0.3579 -1.1372 0.0 0.1 0.4
C 3.6249 -0.6823 -2.3152 0.5 -0.2 -1.0
C 4.0144 0.4722 -3.1953 0.2 -0.1 0.1
O 3.9182 -1.8029 -2.5739 -0.2 -0.1 0.4
P 5.1473 -0.7566 2.0045 0.4 -1.4 -0.6
P 6.3270 1.0734 1.7913 1.8 1.7 1.1
O 6.4628 1.8002 3.0680 -0.3 -0.3 -0.2
O 7.7191 0.4554 1.3061 -1.3 0.0 -0.4
O 5.8231 2.0496 0.6195 -0.1 -0.5 -0.1
H 3.8421 1.3151 6.2349 0.3 0.0 0.0
H 3.7368 1.9843 1.9889 0.0 -0.1 0.0
H 2.1420 2.2034 2.6282 0.0 0.0 -0.2
H 2.4101 -0.4867 2.9924 0.1 -0.2 -0.2
H 0.7143 0.9059 3.5987 0.2 0.0 -0.1
H -0.3519 -0.3743 3.0976 0.0 -0.1 -0.1
H -1.7147 1.4586 1.8174 0.1 -0.3 -0.1
H -1.5589 3.2995 2.9192 0.0 0.1 0.1
H 0.8652 -0.8171 -0.3260 0.1 0.0 0.1
H -1.0582 -2.3645 0.4381 0.2 -0.1 0.1
H -1.3441 -1.2136 1.6905 0.2 -0.2 0.1
H -0.9852 0.0631 -0.9619 0.0 0.3 0.2
H -2.3329 0.2119 0.2294 0.2 0.3 -0.1
H -3.2288 -1.9398 -0.5961 0.2 -0.2 0.1
H -1.8604 -2.0231 -1.7507 -0.2 -0.2 0.0
H -3.5216 0.4896 -1.7341 -0.1 0.0 0.0
H -4.3145 -0.9528 -2.3145 0.0 0.1 0.0
H -1.8316 -1.0668 -3.6071 0.1 0.1 -0.2
H -3.3396 -0.5731 -4.3537 0.1 0.1 -0.1
H -2.9045 1.7533 -3.9484 0.2 0.2 -0.1
H -1.6571 1.3631 -2.7249 -0.1 0.2 0.0
H 0.8978 2.9738 -5.3645 -0.2 0.0 0.0
H 1.6794 2.7980 -3.7855 0.0 0.1 0.0
H 0.0472 3.4701 -3.8753 -0.1 0.0 -0.2
H 0.6511 -2.1464 2.9765 0.1 0.0 0.1
H 1.8571 -3.4137 2.9105 0.1 0.0 -0.1
H -1.5816 -5.5729 1.9178 0.0 0.0 0.1
H 0.1852 -3.5052 -0.2485 0.0 0.1 0.2
H 1.9232 -5.0716 0.9621 -0.1 0.1 0.1
H 2.9428 -4.6634 -0.4031 0.0 0.3 0.2
H 0.3683 -5.2522 -1.5401 -0.1 0.0 0.1
H 1.8817 -6.0960 -1.7356 0.0 0.0 0.0
H 0.8290 -6.5863 -0.4380 -0.2 0.1 0.0
H 3.3642 -2.4693 2.0718 0.0 0.1 0.0
H 4.8138 -0.1952 -0.3768 0.0 -0.1 0.1
H 3.7313 1.1489 -0.0114 -0.2 -0.1 0.4
H 4.5658 1.2271 -2.6289 -0.2 0.1 0.0
H 3.1412 0.9026 -3.6816 -0.1 0.1 0.2
H 4.6783 0.0680 -3.9558 0.0 0.0 -0.1
H 4.7694 -0.6744 3.3596 -0.2 0.6 -0.1
H 8.3257 1.1517 0.9838 0.5 -0.3 0.1
H 6.0341 2.9665 0.8593 -0.1 0.0 0.0
C -8.1203 0.4773 -0.5641 0.0 0.1 -0.1
C -7.6797 -0.7073 -1.3985 0.0 0.0 0.3
O -6.3406 -1.0879 -1.0677 0.0 -0.1 -0.1
H -7.4416 1.3179 -0.7212 0.0 0.0 0.0
H -9.1339 0.7939 -0.8055 0.0 0.0 0.1
H -8.0876 0.2203 0.4975 -0.1 0.0 0.0
H -7.6814 -0.4662 -2.4611 0.1 0.0 0.0
H -8.3522 -1.5562 -1.2404 -0.1 0.0 -0.1
H -6.3342 -1.3025 -0.1295 0.0 0.0 0.0
C 12.2402 0.6061 1.6533 0.0 0.0 0.0
C 11.8828 1.7725 0.7524 -0.1 -0.1 0.2
O 10.5025 2.1233 0.8921 -0.3 0.1 -0.1
H 11.6213 -0.2603 1.4159 0.0 0.0 0.0
H 13.2894 0.3305 1.5390 0.0 0.0 0.0
H 12.0609 0.8604 2.6992 0.1 0.0 0.0
H 12.0434 1.5133 -0.2930 -0.1 0.1 0.0
H 12.4988 2.6465 0.9807 0.1 0.0 -0.1
H 10.3608 2.3723 1.8152 0.0 -0.1 0.1
C -5.9993 2.6036 2.9185 0.1 0.0 0.0
C -5.5965 1.4247 2.0567 0.1 -0.1 0.2
O -4.2583 0.9917 2.3310 0.1 0.0 -0.1
H -5.3181 3.4406 2.7605 0.0 0.0 0.0
H -7.0133 2.9283 2.6836 0.0 0.0 0.0
H -5.9583 2.3416 3.9786 -0.1 0.0 0.0
H -5.6216 1.6929 1.0023 0.1 -0.1 0.0
H -6.2801 0.5838 2.2086 -0.1 0.0 -0.1
H -4.2166 0.7288 3.2561 0.0 0.0 0.0
C 8.8945 -0.3642 -2.6462 0.1 0.0 0.0
C 8.1887 -0.4469 -3.9878 -0.2 0.0 0.3
O 7.3397 -1.5882 -4.0459 0.0 0.1 -0.1
H 9.4837 -1.2648 -2.4724 0.0 0.0 0.0
H 9.5547 0.5031 -2.5958 0.0 0.0 0.0
H 8.1655 -0.2888 -1.8333 0.0 0.1 0.0
H 8.9046 -0.5433 -4.8020 0.0 0.0 0.0
H 7.5969 0.4603 -4.1612 0.1 0.1 -0.1
H 6.6973 -1.4905 -3.3354 -0.1 -0.2 0.0
C -12.2531 0.0093 -3.7883 0.0 0.1 0.1
C -11.1565 -0.6255 -2.9552 -0.2 -0.1 0.0
O -11.4369 -0.5510 -1.5570 0.0 0.1 0.0
H -12.3879 1.0541 -3.5063 0.0 0.0 0.0
H -12.0143 -0.0377 -4.8513 0.0 0.0 0.0
H -13.2052 -0.5018 -3.6280 0.0 0.0 -0.1
H -10.2122 -0.1032 -3.1040 0.0 0.0 0.1
H -11.0152 -1.6726 -3.2414 0.1 0.0 -0.1
H -12.2621 -1.0208 -1.3972 0.0 0.0 0.0
C -1.8331 -3.2515 -6.7000 0.0 0.1 0.0
C -1.2738 -3.7214 -5.3711 -0.2 -0.1 -0.1
O -2.1887 -3.4929 -4.3001 0.1 0.0 0.1
H -2.0761 -2.1892 -6.6537 0.0 0.0 0.0
H -1.1158 -3.4118 -7.5058 0.0 0.0 0.0
H -2.7512 -3.7906 -6.9457 0.0 0.0 0.0
H -0.3685 -3.1691 -5.1204 0.0 0.0 0.1
H -1.0217 -4.7860 -5.4161 0.1 0.0 0.0
H -2.9969 -3.9806 -4.4874 0.0 0.0 0.0
C -12.4640 0.9774 2.2342 0.1 0.0 0.1
C -11.8888 2.2061 1.5553 -0.1 -0.1 -0.2
O -11.1272 1.8667 0.4007 0.0 0.1 0.1
H -11.6647 0.2915 2.5198 0.0 0.0 0.0
H -13.0325 1.2511 3.1250 0.0 0.0 0.0
H -13.1301 0.4390 1.5556 -0.1 0.0 0.0
H -11.2128 2.7335 2.2276 0.0 0.0 0.0
H -12.6939 2.8932 1.2743 0.0 0.1 0.1
H -11.7023 1.3994 -0.2164 0.1 -0.1 0.0
C 11.3369 2.7116 -3.3501 0.0 0.0 0.1
C 12.5670 3.5416 -3.6656 0.1 -0.2 0.0
O 13.7071 3.0927 -2.9396 -0.1 0.1 0.1
H 11.1173 2.7431 -2.2812 0.0 0.1 0.0
H 10.4665 3.0782 -3.8975 0.0 0.0 0.0
H 11.5003 1.6645 -3.6194 0.0 0.0 -0.1
H 12.4111 4.5808 -3.3806 0.1 0.0 0.0
H 12.7842 3.5123 -4.7384 -0.1 0.1 0.0
H 13.8782 2.1797 -3.1902 0.0 0.0 0.0
C 9.6120 0.0450 5.5465 0.0 0.0 -0.1
C 10.1584 1.3536 5.0096 -0.2 0.0 0.0
O 9.5212 1.7225 3.7865 0.0 0.1 0.0
H 9.7486 -0.7514 4.8136 0.0 0.0 0.0
H 10.1148 -0.2395 6.4713 0.0 0.0 0.0
H 8.5413 0.1304 5.7485 0.0 0.0 0.1
H 11.2218 1.2635 4.7935 0.0 0.0 0.0
H 10.0269 2.1531 5.7449 0.1 0.0 0.0
H 8.5769 1.8253 3.9640 0.0 0.0 -0.1
C -15.1115 0.4511 6.5814 0.0 0.0 -0.1
C -14.4908 1.7752 6.1773 -0.2 0.0 0.0
O -15.0703 2.2931 4.9828 0.1 -0.1 0.0
H -14.9987 -0.2808 5.7809 0.0 0.0 0.0
H -14.6436 0.0577 7.4849 0.0 0.0 0.0
H -16.1807 0.5683 6.7724 0.0 0.0 0.1
H -13.4279 1.6520 5.9717 0.0 0.0 0.0
H -14.5975 2.5084 6.9835 0.1 0.0 0.0
H -16.0098 2.4238 5.1437 0.0 0.0 0.0
```
Forces are in eV/Å.

Values from the calculation:
net charge = +1
HOMO level = -11.10 eV
HOMO-LUMO gap = 7.915 eV



Computed, not measured: a cluster of 8 separate species, C48H48O16 in total at a distorted geometry, with the ωB97M-V functional and the def2-TZVPD basis.

The geometry in XYZ format:
```
112
Properties=species:S:1:pos:R:3:forces:R:3
O -1.4189 8.9352 -1.5404 -1.3 -11.1 -2.1
C -0.8349 8.0762 -0.5334 -0.8 -0.7 -3.2
C -0.3139 8.6662 0.5226 4.2 1.2 5.0
C 0.4831 7.9532 1.5426 -0.3 -1.2 0.0
C 0.6581 6.5682 1.3526 -0.4 0.9 1.0
O 1.3811 5.8392 2.2956 0.4 0.5 0.1
C -0.0209 5.9182 0.2856 -0.3 -1.5 -1.3
C -0.6779 6.6702 -0.7024 1.4 2.6 4.2
H -1.2359 9.6892 -1.2294 1.9 9.6 3.3
H -0.0689 9.7282 0.6316 -1.2 0.0 -0.4
H 0.9571 8.3172 2.5806 -1.3 0.0 -2.8
H 1.8921 6.4232 2.9296 -1.1 -0.7 -1.4
H -0.1219 4.7552 0.1156 0.7 2.4 0.8
H -1.2129 6.2562 -1.4244 -1.9 -2.2 -3.2
O -2.5199 -5.9058 1.6876 0.2 0.4 -0.8
C -3.6979 -5.3168 1.2826 -1.4 -0.5 2.0
C -4.8579 -5.3698 2.1166 -3.8 3.2 -0.9
C -6.1809 -4.5838 1.7436 3.9 -2.1 -1.4
C -6.1119 -3.9008 0.4926 -2.5 -0.7 2.0
O -7.2769 -3.2608 -0.0164 2.2 0.8 1.0
C -4.9899 -3.9288 -0.2464 3.3 -2.6 3.4
C -3.7519 -4.5828 0.1076 -2.8 0.2 -0.5
H -2.5809 -6.6238 2.3276 -0.5 0.2 0.0
H -4.9399 -5.7018 3.1556 0.7 -0.5 -0.6
H -7.1789 -4.7578 2.2046 1.2 0.3 0.1
H -7.8279 -3.9448 -0.3234 -1.3 -1.2 -0.6
H -4.8579 -3.4978 -1.1154 -0.4 2.5 -4.4
H -3.0649 -4.5668 -0.7284 0.6 -0.2 0.6
O 4.6461 3.0372 2.1916 0.6 -1.2 -0.7
C 4.7661 2.2512 1.0156 -2.7 0.7 1.6
C 3.6761 1.6322 0.4076 7.4 -1.0 -6.0
C 3.9471 0.9292 -0.9104 2.3 2.3 2.5
C 5.2811 0.9722 -1.4494 -0.3 3.1 5.4
O 5.6901 0.3412 -2.4794 0.1 -2.4 -4.2
C 6.3331 1.6822 -0.7324 -4.3 -0.2 2.5
C 6.0241 2.2362 0.5476 -0.3 -2.4 -5.3
H 3.7651 3.3732 2.2186 -1.0 0.4 0.2
H 2.8151 1.4712 0.7936 -5.7 -0.4 2.7
H 3.1511 0.4962 -1.4544 -0.6 -0.6 -0.3
H 6.6361 0.4522 -2.6144 -0.1 0.0 0.1
H 7.2741 1.7832 -1.1644 1.6 0.0 -0.6
H 6.7141 2.6132 1.1506 3.1 1.9 2.2
O 4.5321 -2.0318 -5.0984 -3.8 -0.2 0.3
C 4.3141 -2.9268 -4.0744 -2.4 2.8 1.5
C 3.3231 -2.5358 -3.0714 -0.5 -3.3 1.9
C 2.8061 -3.5998 -2.0394 5.6 0.6 -5.4
C 3.5291 -4.8498 -2.1064 -1.6 0.3 -1.2
O 3.1031 -5.9078 -1.3454 4.6 -1.6 -4.1
C 4.4811 -5.1388 -3.1804 1.3 -0.7 0.4
C 4.8341 -4.1818 -4.1284 -2.0 -0.5 3.5
H 5.3131 -1.6758 -5.4014 3.1 0.4 -0.1
H 2.8211 -1.5518 -2.9054 0.8 -0.8 -1.0
H 1.9621 -3.3998 -1.4684 -1.1 0.2 1.2
H 2.5061 -5.7438 -0.7164 -3.8 1.7 3.8
H 5.2431 -6.0548 -3.4174 -2.7 1.5 1.8
H 5.6671 -4.4588 -4.6244 2.2 -0.3 -2.5
O 0.6001 -5.4858 0.9156 0.6 0.5 -2.1
C 1.0151 -6.2168 1.9706 -2.1 -0.3 1.1
C 0.5081 -5.9758 3.2666 1.6 -2.3 1.7
C 0.9311 -6.9068 4.4196 -2.5 2.3 -0.7
C 1.7511 -7.9698 4.1446 0.0 -1.1 -0.9
O 2.1111 -8.8318 5.1896 0.3 -0.7 0.0
C 2.1501 -8.1938 2.7976 -2.5 2.8 0.5
C 1.7041 -7.4298 1.7016 3.0 -0.1 -0.2
H 0.1171 -4.6078 0.8286 0.5 -1.1 1.5
H -0.2069 -5.1458 3.3876 0.6 -0.5 0.3
H 0.4361 -6.8248 5.4826 1.2 0.1 -2.3
H 2.4141 -9.7788 5.0226 -0.7 2.3 -0.6
H 2.9031 -8.8408 2.6416 2.2 -2.7 -0.7
H 2.3221 -7.6648 0.6996 -2.1 0.8 2.1
O 1.1021 -1.0158 -5.5524 -0.7 0.4 -0.6
C 0.7481 0.1062 -4.7144 7.5 -2.5 -3.4
C 1.9381 0.8142 -4.4304 -0.7 4.2 4.2
C 1.7411 1.8812 -3.3004 -0.2 -2.4 -4.3
C 0.3961 2.0692 -2.8324 1.8 -2.3 -3.3
O 0.2761 3.0212 -1.9614 2.1 5.0 2.8
C -0.7299 1.3512 -3.3474 2.8 -0.9 -0.5
C -0.4729 0.2932 -4.2924 -2.6 3.0 3.1
H 1.9391 -0.8918 -6.0914 -1.5 0.2 1.4
H 2.9721 0.6792 -4.9224 -2.1 -0.1 0.9
H 2.5211 2.6972 -3.0894 -1.1 -1.6 -0.1
H 1.2021 3.6262 -1.9124 -3.8 -2.6 -0.1
H -1.7239 1.5162 -3.0164 -0.7 0.3 0.3
H -1.2849 -0.2788 -4.6144 -0.9 -0.9 -0.6
O -1.1309 -3.4028 0.7126 1.2 -0.3 0.3
C -1.2459 -2.0178 0.6766 -3.3 -0.4 0.0
C -2.5289 -1.4688 0.6176 -0.1 5.4 0.2
C -2.6649 0.0612 0.4546 5.4 -4.5 1.4
C -1.4699 0.8182 0.4756 -2.5 -1.7 -2.5
O -1.5529 2.1032 0.0326 0.9 1.1 -1.3
C -0.2799 0.1302 0.3716 4.0 1.5 2.5
C -0.1219 -1.1818 0.6006 -2.4 -3.1 -0.4
H -1.9039 -3.9888 0.9056 0.5 1.6 -0.1
H -3.5309 -1.8098 0.8276 0.4 -1.4 -0.3
H -3.5319 0.4762 0.1416 -2.8 1.3 -0.3
H -1.0789 2.1302 -0.8624 -0.8 0.4 2.1
H 0.7581 0.5912 0.5416 -1.8 0.4 -1.0
H 0.7421 -1.7718 0.6426 1.8 0.1 0.0
O -4.1609 3.4032 2.2836 -8.1 1.8 1.6
C -4.4289 4.7832 2.4306 4.8 -2.9 -1.6
C -3.2719 5.6012 2.4266 -3.1 3.6 0.9
C -3.6079 7.0802 2.4296 3.4 -2.6 -0.3
C -4.8519 7.5712 2.2976 -2.2 -0.3 -0.1
O -4.9709 9.0022 2.1996 0.6 -2.1 0.0
C -5.8899 6.5732 2.2096 3.0 0.8 0.2
C -5.6909 5.2052 2.2096 -2.8 1.3 0.0
H -3.3229 3.2482 2.1526 7.1 -1.1 -1.1
H -2.2469 5.2162 2.5376 -0.7 0.3 -0.2
H -2.8119 7.8352 2.4016 0.0 -0.5 0.2
H -5.8539 9.3332 2.3456 -0.5 -0.4 0.1
H -6.8559 6.7982 2.0936 -3.6 1.6 -0.5
H -6.6619 4.6202 1.9926 2.3 0.4 0.6
```
Forces are in eV/Å.

Values from the calculation:
HOMO level = -7.91 eV
HOMO-LUMO gap = 8.076 eV



Question: Which formula does entry 2 have?
Answer: C47H102BrF2N2O17P2